[1]
{"formula": "C28H28NO5RuS2", "method": "ωB97M-V/def2-TZVPD", "spin_multiplicity": 6, "de_lowest_kj_mol": 129.44, "energy_ha": -2405.97950, "charge": -2, "lumo_energy_ev": [4.41, 4.40], "elements": ["Ru", "O", "C", "O", "C", "C", "C", "C", "C", "C", "S", "H", "H", "H", "H", "O", "C", "O", "C", "C", "C", "C", "C", "C", "S", "H", "H", "H", "H", "O", "C", "C", "C", "C", "C", "C", "C", "C", "N", "H", "H", "H", "H", "H", "H", "H", "H", "H", "H", "H", "C", "C", "C", "C", "C", "C", "H", "H", "H", "H", "H", "H", "H", "H", "H"], "positions_angstrom": [[0.386, -0.257, -0.499], [4.135, -0.507, -2.229], [3.486, -0.137, -1.257], [2.414, -0.717, -0.828], [4.006, 1.029, -0.434], [5.366, 1.322, -0.588], [5.993, 2.335, 0.116], [5.230, 3.099, 0.998], [3.882, 2.837, 1.150], [3.227, 1.801, 0.447], [1.490, 1.695, 0.734], [5.913, 0.709, -1.294], [7.052, 2.529, -0.019], [5.687, 3.905, 1.567], [3.284, 3.437, 1.828], [1.470, -3.063, 2.168], [0.467, -2.605, 1.650], [0.310, -1.346, 1.328], [-0.743, -3.494, 1.465], [-0.857, -4.561, 2.361], [-1.929, -5.437, 2.336], [-2.913, -5.248, 1.365], [-2.803, -4.210, 0.457], [-1.719, -3.297, 0.466], [-1.662, -2.098, -0.817], [-0.059, -4.678, 3.084], [-1.997, -6.251, 3.049], [-3.768, -5.916, 1.314], [-3.560, -4.073, -0.307], [-1.252, 0.152, 2.904], [-2.380, 0.032, 2.047], [-3.078, 1.369, 2.012], [-2.236, 2.452, 1.323], [-2.238, 2.532, -0.185], [-3.260, 3.211, -0.856], [-3.120, 3.479, -2.203], [-1.957, 3.100, -2.841], [-1.012, 2.392, -2.111], [-1.171, 2.073, -0.830], [-0.530, -0.360, 2.505], [-3.062, -0.764, 2.368], [-2.070, -0.249, 1.049], [-3.258, 1.691, 3.043], [-4.052, 1.254, 1.524], [-1.198, 2.340, 1.640], [-2.573, 3.431, 1.672], [-4.129, 3.545, -0.300], [-3.904, 3.998, -2.743], [-1.778, 3.322, -3.886], [-0.103, 2.039, -2.575], [0.015, -2.237, -5.557], [-0.451, -0.818, -5.198], [-1.949, -0.680, -5.508], [0.342, 0.206, -6.023], [-0.228, -0.584, -3.762], [-0.016, -0.438, -2.570], [-0.135, -2.427, -6.627], [-0.546, -2.975, -4.980], [1.073, -2.360, -5.318], [-2.136, -0.850, -6.576], [-2.302, 0.320, -5.242], [-2.523, -1.404, -4.925], [0.202, 0.024, -7.097], [1.407, 0.141, -5.788], [0.008, 1.222, -5.795]], "nbo_charge": [1.502, -0.680, 0.772, -0.757, -0.132, -0.180, -0.288, -0.220, -0.253, -0.122, -0.321, 0.225, 0.187, 0.186, 0.206, -0.647, 0.798, -0.847, -0.208, -0.161, -0.292, -0.240, -0.200, -0.135, -0.345, 0.221, 0.187, 0.184, 0.196, -0.771, -0.082, -0.400, -0.444, 0.256, -0.274, -0.179, -0.278, 0.077, -0.447, 0.515, 0.153, 0.196, 0.194, 0.188, 0.261, 0.194, 0.202, 0.196, 0.206, 0.229, -0.589, -0.164, -0.586, -0.586, -0.062, -0.477, 0.177, 0.220, 0.222, 0.179, 0.206, 0.222, 0.180, 0.223, 0.202]}

---

[2]
{"formula": "C3H4BrN3O2S", "method": "ωB97M-V/def2-TZVPD", "de_lowest_kj_mol": 213.33, "energy_ha": -3403.52585, "lumo_energy_ev": [-0.64, -0.64], "elements": ["C", "C", "C", "N", "N", "N", "O", "O", "S", "Br", "H", "H", "H", "H"], "positions_angstrom": [[-0.006, -0.231, -1.556], [0.479, -0.513, 1.464], [0.654, 0.869, -1.118], [-1.168, -0.862, -1.379], [-0.539, -0.959, 1.176], [1.591, 0.072, 1.811], [-2.979, -1.498, 0.133], [-2.464, 0.804, 0.175], [-2.025, -0.503, -0.110], [0.131, 2.216, -0.037], [0.667, -0.894, -2.110], [1.555, 1.052, -1.535], [2.486, -0.478, 1.825], [1.618, 0.926, 1.260]], "nbo_charge": [0.011, 0.647, -0.487, -0.838, -0.513, -0.844, -0.876, -0.864, 2.391, 0.090, 0.203, 0.209, 0.437, 0.435]}

---

[3]
{"formula": "C54H58Cl5N10Sn", "method": "ωB97M-V/def2-TZVPD", "de_lowest_kj_mol": 115.46, "energy_ha": -5154.98644, "charge": 1, "lumo_energy_ev": -4.61, "elements": ["Sn", "Cl", "Cl", "C", "C", "Cl", "H", "H", "H", "H", "Cl", "C", "C", "Cl", "H", "H", "H", "H", "N", "C", "C", "C", "C", "C", "H", "H", "H", "H", "H", "N", "C", "C", "C", "C", "C", "H", "H", "H", "H", "H", "N", "C", "C", "C", "C", "C", "H", "H", "H", "H", "H", "N", "C", "C", "C", "C", "C", "H", "H", "H", "H", "H", "N", "C", "C", "C", "C", "C", "H", "H", "H", "H", "H", "N", "C", "C", "C", "C", "C", "H", "H", "H", "H", "H", "N", "C", "C", "C", "C", "C", "H", "H", "H", "H", "H", "N", "C", "C", "C", "C", "C", "H", "H", "H", "H", "H", "N", "C", "C", "C", "C", "C", "H", "H", "H", "H", "H", "N", "C", "C", "C", "C", "C", "H", "H", "H", "H", "H"], "positions_angstrom": [[3.677, -0.216, 0.557], [0.115, -0.281, 0.342], [-4.709, -2.599, -1.046], [-3.030, -1.948, -1.001], [-2.611, -1.332, -2.355], [-3.840, -0.192, -3.117], [-2.326, -2.731, -0.720], [-3.027, -1.175, -0.233], [-2.353, -2.086, -3.099], [-1.638, -0.902, -2.121], [-8.028, 0.554, -0.207], [-6.285, 0.733, -0.751], [-5.389, 1.088, 0.504], [-5.586, -0.249, 1.720], [-6.265, 1.405, -1.609], [-5.979, -0.198, -1.227], [-5.596, 2.022, 1.028], [-4.338, 1.191, 0.231], [4.479, 0.945, -2.165], [5.583, 1.772, -2.247], [5.643, 2.773, -3.233], [4.610, 2.900, -4.164], [3.569, 2.037, -4.083], [3.491, 1.172, -3.083], [6.404, 1.782, -1.545], [6.416, 3.517, -3.115], [4.678, 3.570, -5.008], [2.790, 1.943, -4.825], [2.634, 0.519, -3.015], [2.624, 0.928, 3.412], [3.573, 1.289, 4.341], [3.392, 2.203, 5.318], [2.130, 2.764, 5.478], [1.104, 2.371, 4.619], [1.381, 1.410, 3.628], [4.493, 0.741, 4.202], [4.271, 2.440, 5.898], [1.965, 3.587, 6.157], [0.128, 2.828, 4.689], [0.609, 1.293, 2.881], [-2.051, 3.685, 2.264], [-2.403, 4.706, 3.101], [-3.298, 4.539, 4.211], [-3.990, 3.316, 4.312], [-3.697, 2.310, 3.439], [-2.810, 2.529, 2.393], [-1.930, 5.676, 3.143], [-3.599, 5.305, 4.910], [-4.708, 3.190, 5.109], [-4.186, 1.351, 3.526], [-2.503, 1.769, 1.689], [-0.304, -5.403, -0.445], [-1.248, -6.092, -1.130], [-2.585, -6.293, -0.784], [-2.901, -5.985, 0.518], [-1.983, -5.386, 1.365], [-0.684, -5.081, 0.797], [-0.897, -6.439, -2.091], [-3.263, -6.696, -1.521], [-3.884, -6.133, 0.941], [-2.265, -5.123, 2.374], [0.056, -4.433, 1.242], [-2.944, 2.728, -1.595], [-3.371, 3.464, -2.604], [-2.542, 4.109, -3.562], [-1.143, 4.127, -3.351], [-0.734, 3.362, -2.250], [-1.612, 2.721, -1.429], [-4.438, 3.591, -2.710], [-3.022, 4.576, -4.410], [-0.529, 4.558, -4.128], [0.326, 3.225, -2.092], [-1.172, 2.204, -0.590], [1.740, 0.173, -6.594], [1.545, -0.928, -5.745], [0.677, -0.811, -4.665], [-0.074, 0.378, -4.417], [0.121, 1.429, -5.299], [0.982, 1.271, -6.386], [2.198, -1.787, -5.787], [0.533, -1.572, -3.913], [-0.778, 0.451, -3.601], [-0.443, 2.336, -5.139], [1.140, 2.123, -7.031], [3.221, 2.989, 0.553], [4.121, 4.035, 0.394], [3.727, 5.381, 0.382], [2.396, 5.701, 0.652], [1.446, 4.694, 0.900], [1.903, 3.346, 0.777], [5.152, 3.732, 0.289], [4.519, 6.081, 0.162], [2.030, 6.715, 0.590], [0.408, 4.944, 1.066], [1.249, 2.498, 0.920], [-1.232, -2.033, 5.246], [-2.036, -3.078, 5.081], [-2.955, -3.258, 4.058], [-2.970, -2.290, 3.118], [-2.058, -1.167, 3.144], [-1.233, -1.054, 4.283], [-1.891, -3.836, 5.836], [-3.581, -4.138, 4.058], [-3.640, -2.508, 2.299], [-2.157, -0.360, 2.433], [-0.730, -0.121, 4.492], [2.421, -3.005, 1.641], [3.073, -4.225, 1.450], [2.873, -5.285, 2.284], [2.113, -5.069, 3.409], [1.416, -3.886, 3.526], [1.534, -2.876, 2.626], [3.738, -4.323, 0.605], [3.383, -6.233, 2.208], [2.131, -5.695, 4.289], [0.746, -3.814, 4.370], [1.044, -1.931, 2.806], [3.290, -2.132, -1.869], [3.948, -2.341, -3.071], [3.531, -3.334, -4.022], [2.314, -3.976, -3.752], [1.597, -3.705, -2.650], [2.101, -2.785, -1.735], [4.842, -1.750, -3.205], [4.109, -3.467, -4.924], [1.881, -4.657, -4.470], [0.639, -4.170, -2.474], [1.499, -2.526, -0.876]], "lowdin_charge": [1.259, -0.270, 0.542, -0.617, -0.597, 0.547, 0.061, 0.038, 0.067, 0.021, 0.488, -0.617, -0.587, 0.534, 0.054, -0.022, 0.062, 0.027, -0.006, -0.129, -0.051, -0.035, -0.076, -0.153, 0.100, 0.105, 0.120, 0.090, 0.096, 0.016, -0.156, -0.072, -0.042, -0.040, -0.169, 0.099, 0.112, 0.112, 0.103, 0.060, 0.057, -0.139, -0.051, -0.076, -0.100, -0.138, 0.089, 0.096, 0.109, 0.068, 0.073, 0.054, -0.154, -0.061, -0.093, -0.031, -0.116, 0.096, 0.109, 0.110, 0.072, 0.070, 0.068, -0.163, -0.046, -0.070, -0.100, -0.171, 0.100, 0.098, 0.101, 0.094, 0.050, 0.061, -0.100, -0.069, -0.048, -0.076, -0.170, 0.080, 0.076, 0.075, 0.081, 0.104, 0.004, -0.132, -0.063, -0.059, -0.029, -0.130, 0.091, 0.103, 0.108, 0.092, 0.042, 0.053, -0.174, -0.100, -0.088, -0.054, -0.130, 0.103, 0.110, 0.078, 0.045, 0.079, 0.015, -0.116, -0.069, -0.055, -0.076, -0.186, 0.102, 0.114, 0.118, 0.098, 0.073, 0.004, -0.112, -0.044, -0.089, -0.087, -0.168, 0.092, 0.106, 0.118, 0.090, 0.033]}